[1]
Computed, not measured: one molecule with the formula C5H10N2O4 at a distorted geometry, with ωB97M-V with the def2-TZVPD basis set.

XYZ file:
```
21
Properties=species:S:1:pos:R:3
N 2.618 -1.148 -0.604
C 2.705 -0.079 0.383
C 1.352 0.590 0.635
O 1.267 1.686 1.167
N 0.278 -0.163 0.271
C -1.076 0.300 0.485
C -1.537 1.189 -0.674
O -2.882 1.520 -0.443
C -2.004 -0.888 0.643
O -2.750 -1.081 1.576
O -1.888 -1.740 -0.390
H 3.387 -1.803 -0.471
H 2.708 -0.781 -1.569
H 3.037 -0.522 1.330
H 3.384 0.698 0.147
H 0.481 -1.027 -0.222
H -1.075 0.889 1.424
H -0.875 2.091 -0.677
H -1.414 0.669 -1.639
H -3.218 2.075 -1.140
H -2.500 -2.475 -0.230
```

The molecular weight is 162.14 g mol⁻¹. Its SMILES is NCC(=O)N[C@@H](CO)C(=O)O. As for the total energy: -16518.059 eV. Its energy above the lowest of the compared OMol25 structures with the same formula, charge and spin is 1.3 kcal/mol. As for the gap between HOMO and LUMO: 10.24 eV. The calculation puts the HOMO energy at -9.65 eV. The value obtained for the LUMO energy is 0.02172 Ha. As for the total charge: 0.

=====

[2]
Computed, not measured: C26H66Ba2F6LiN6O12S2 as an isolated structure at a distorted geometry, with ωB97M-V with the def2-TZVPD basis set.

XYZ file:
```
121
Properties=species:S:1:pos:R:3
Li -0.404 6.032 -1.808
Ba 0.483 1.338 5.373
Ba -6.418 3.827 2.056
C -0.687 8.747 3.635
F 0.630 8.852 3.677
F -1.172 8.958 4.861
F -1.104 9.596 2.672
S -1.016 6.964 3.051
O -0.209 6.031 3.891
O -2.497 6.727 3.063
O -0.525 6.994 1.683
C -1.372 -0.247 -1.698
F -2.155 -1.272 -1.481
F -0.173 -0.752 -1.438
F -1.354 0.075 -2.933
S -1.863 1.272 -0.552
O -3.266 1.495 -0.671
O -1.377 0.932 0.842
O -1.078 2.441 -0.991
C -4.753 -6.634 -1.516
C -5.945 -6.559 -2.540
C -5.585 -6.529 -4.020
O -4.676 -7.617 -4.467
C -4.501 -7.758 -5.857
N -6.839 -7.694 -2.266
H -3.881 -6.006 -1.704
H -4.338 -7.628 -1.680
H -5.035 -6.467 -0.476
H -6.492 -5.637 -2.342
H -5.121 -5.557 -4.184
H -6.507 -6.598 -4.596
H -4.161 -6.841 -6.338
H -5.457 -7.951 -6.344
H -3.755 -8.540 -5.999
H -6.416 -8.592 -2.452
H -7.495 -7.629 -3.031
C 2.612 -4.421 2.530
C 2.658 -3.492 3.760
C 4.107 -3.239 4.102
O 4.362 -2.749 5.457
C 4.297 -3.706 6.476
N 1.915 -2.393 3.237
H 3.522 -4.445 1.930
H 1.774 -4.355 1.836
H 2.526 -5.450 2.879
H 2.226 -3.946 4.653
H 4.449 -2.538 3.340
H 4.739 -4.123 4.018
H 4.168 -3.150 7.405
H 5.240 -4.252 6.464
H 3.451 -4.360 6.262
H 1.019 -2.753 2.941
H 2.322 -2.116 2.355
C 3.156 5.582 -3.456
C 2.302 6.443 -4.430
C 1.281 5.920 -5.505
O 0.354 5.186 -4.788
C -0.742 4.705 -5.543
N 1.533 7.407 -3.644
H 3.996 6.017 -2.915
H 3.577 4.748 -4.018
H 2.361 5.064 -2.920
H 2.889 7.178 -4.982
H 1.785 5.430 -6.338
H 0.913 6.814 -6.008
H -1.465 4.194 -4.907
H -0.540 4.071 -6.407
H -1.242 5.620 -5.859
H 1.060 7.960 -4.344
H 2.150 8.011 -3.119
C 6.487 2.424 6.946
C 5.232 2.655 6.070
C 5.434 2.522 4.574
O 4.220 2.557 3.884
C 4.440 2.478 2.489
N 4.361 1.627 6.619
H 6.393 2.709 7.994
H 7.221 3.062 6.456
H 6.930 1.428 6.965
H 4.822 3.590 6.452
H 5.992 1.643 4.252
H 6.027 3.412 4.361
H 4.717 1.432 2.353
H 5.045 3.272 2.052
H 3.488 2.450 1.959
H 4.824 0.730 6.607
H 4.144 1.701 7.603
C 7.482 -1.682 -2.125
C 6.070 -2.143 -2.399
C 5.533 -2.236 -3.940
O 5.404 -0.927 -4.525
C 4.337 -0.788 -5.488
N 6.109 -3.560 -2.026
H 8.300 -2.260 -2.555
H 7.680 -1.531 -1.064
H 7.659 -0.661 -2.464
H 5.447 -1.524 -1.754
H 4.537 -2.676 -3.896
H 6.234 -2.777 -4.576
H 3.304 -0.830 -5.144
H 4.399 -1.558 -6.257
H 4.242 0.220 -5.891
H 5.931 -4.114 -2.852
H 7.002 -3.744 -1.591
C -8.559 -2.251 1.729
C -8.078 -0.915 1.194
C -9.294 -0.143 0.568
O -9.068 1.212 0.107
C -10.162 2.013 -0.345
N -7.517 -0.169 2.362
H -9.364 -1.926 2.388
H -7.748 -2.737 2.271
H -8.903 -2.800 0.853
H -7.295 -0.903 0.435
H -10.142 -0.142 1.252
H -9.494 -0.753 -0.313
H -9.707 2.969 -0.089
H -11.142 1.825 0.094
H -10.285 1.936 -1.426
H -8.176 -0.120 3.126
H -6.753 -0.637 2.827
```

The molecular weight is 1114.56 g mol⁻¹. As for the total energy: -101077.348 eV. As for the gap between HOMO and LUMO: 3.07 eV. The calculation puts the HOMO energy at -12.58 eV. The value obtained for the LUMO energy is -0.34964 Ha. As for the total charge: +3.

=====

[3]
Computed, not measured: C4H9IO3S as an isolated structure at a distorted geometry, with ωB97M-V with the def2-TZVPD basis set.

XYZ file:
```
18
Properties=species:S:1:pos:R:3
C -0.300 2.218 -0.189
C -0.560 -2.905 1.261
C -0.346 0.740 -0.627
C -1.086 -0.151 0.370
O -0.122 -1.986 -1.261
O -2.350 -2.296 -0.547
O -0.956 0.650 -1.843
S -1.058 -1.936 -0.174
I -3.126 0.418 0.192
H -1.390 2.653 -0.323
H 0.059 2.476 0.748
H 0.273 2.833 -0.939
H -1.460 -3.037 1.936
H -0.537 -3.859 0.794
H 0.264 -2.499 1.683
H 0.721 0.430 -0.693
H -0.751 -0.150 1.446
H -1.030 -0.279 -1.931
```

The molecular weight is 264.08 g mol⁻¹. As for the total energy: -29370.273 eV. Its energy above the lowest of the compared OMol25 structures with the same formula, charge and spin is 0.0 kcal/mol. As for the gap between HOMO and LUMO: 9.52 eV. The calculation puts the HOMO energy at -9.28 eV. The value obtained for the LUMO energy is 0.00881 Ha. As for the total charge: 0.

=====

[4]
Computed, not measured: C22H17Cl2F13N4OZr as an isolated structure at a distorted geometry, with ωB97M-V with the def2-TZVPD basis set.

XYZ file:
```
60
Properties=species:S:1:pos:R:3
Zr -0.335 0.003 0.485
C -0.113 3.936 1.355
N -0.343 2.530 1.273
C -2.676 1.743 1.161
C 0.394 1.037 2.960
C 1.740 1.143 2.295
N 1.665 1.002 0.844
C 2.862 0.629 0.279
C 2.897 -0.072 -0.934
F 1.714 -0.424 -1.477
C 4.051 -0.450 -1.579
F 3.947 -1.127 -2.733
C 5.295 -0.157 -1.057
C 5.302 0.539 0.133
F 6.476 0.879 0.689
C 4.144 0.930 0.779
F 4.296 1.678 1.892
H 0.393 4.265 2.275
H -1.035 4.533 1.243
H 0.555 4.177 0.525
H -3.197 2.550 1.671
H -3.276 0.898 0.842
H -2.227 2.214 0.285
H 0.330 0.341 3.786
H -1.578 2.579 3.320
H 2.298 0.292 2.703
H 2.190 2.062 2.683
H 6.207 -0.451 -1.551
Cl 0.243 -4.584 3.173
C -0.584 -3.028 3.106
C -1.914 -2.985 3.631
C -2.843 -2.015 3.793
C -2.744 -0.578 3.573
C -1.805 0.075 2.904
Cl -1.097 1.632 2.393
C 0.104 -2.143 2.357
N 0.760 -1.465 1.634
H -2.218 -3.961 3.996
H -3.754 -2.328 4.287
H -3.449 -0.004 4.188
F -0.738 -2.569 -3.631
C -1.132 -3.170 -2.506
F -2.151 -3.988 -2.813
F -0.120 -3.902 -2.060
C -1.568 -2.136 -1.432
O -0.492 -1.445 -0.987
C -2.599 -1.114 -2.007
F -3.803 -1.609 -2.256
F -2.157 -0.509 -3.108
F -2.757 -0.119 -1.077
C -2.202 -2.873 -0.205
F -2.373 -1.924 0.760
F -3.391 -3.425 -0.423
F -1.382 -3.795 0.267
C -0.676 2.986 -3.440
C -0.401 2.142 -2.292
N -0.184 1.465 -1.398
H -1.677 3.403 -3.351
H -0.609 2.389 -4.348
H 0.050 3.796 -3.482
```

The molecular weight is 762.51 g mol⁻¹. As for the total energy: -92733.600 eV. Its energy above the lowest of the compared OMol25 structures with the same formula, charge and spin is 476.5 kcal/mol. As for the gap between HOMO and LUMO: 5.63 eV. The calculation puts the HOMO energy at -6.81 eV. The value obtained for the LUMO energy is -0.04369 Ha. As for the total charge: 0.

=====

[5]
Computed, not measured: one molecule with the formula C7H21N2O2PSi at a distorted geometry, with ωB97M-V with the def2-TZVPD basis set.

XYZ file:
```
34
Properties=species:S:1:pos:R:3
C -0.192 -2.992 4.625
C -0.013 -3.463 3.031
C 0.140 -2.033 2.187
O 0.521 -2.222 0.777
C 1.206 -0.980 0.305
Si 0.560 -0.322 -1.386
C -0.059 1.522 -1.110
C 0.901 2.630 -1.873
C 0.656 4.071 -1.088
N -0.194 4.975 -1.990
P -1.142 -1.425 -2.228
N -1.172 -1.195 -4.013
O -2.571 -0.595 -1.597
H -1.217 -2.409 4.778
H 0.661 -2.193 4.857
H -0.052 -3.876 5.380
H -0.910 -4.119 2.655
H 0.994 -4.084 2.885
H 0.925 -1.397 2.817
H -0.912 -1.482 2.184
H 2.379 -1.183 0.275
H 1.076 -0.084 1.083
H 1.654 -0.206 -2.365
H -1.211 1.629 -1.398
H 0.027 1.697 0.051
H 0.509 2.669 -2.998
H 2.022 2.274 -1.843
H 1.646 4.585 -0.724
H 0.008 3.871 -0.111
H -0.629 5.690 -1.355
H -1.010 4.388 -2.312
H -0.306 -1.626 -4.453
H -1.980 -1.751 -4.399
H -2.313 -0.362 -0.646
```

The molecular weight is 224.32 g mol⁻¹. Its SMILES is CCCOC[Si@H](CCCN)P(N)O. As for the total energy: -31836.705 eV. Its energy above the lowest of the compared OMol25 structures with the same formula, charge and spin is 117.6 kcal/mol. As for the gap between HOMO and LUMO: 7.97 eV. The calculation puts the HOMO energy at -7.49 eV. The value obtained for the LUMO energy is 0.01789 Ha. As for the total charge: 0.

=====

[6]
Computed, not measured: a 11-piece molecular cluster, C48H64IN11O2 overall at a distorted geometry, with ωB97M-V with the def2-TZVPD basis set.

XYZ file:
```
126
Properties=species:S:1:pos:R:3
C 3.951 4.064 -0.091
C 2.832 3.004 0.442
C 1.369 3.656 0.431
C 0.236 2.597 0.860
O -0.850 3.148 1.647
C -1.359 4.374 1.106
C -1.742 4.435 -0.472
C -2.066 6.030 -0.498
I -3.345 6.627 -2.174
C -2.793 6.200 0.951
O -3.366 7.222 1.406
N -2.650 4.911 1.678
H 3.445 4.916 -0.659
H 4.483 4.488 0.842
H 4.752 3.545 -0.734
H 2.838 2.026 -0.153
H 3.165 2.751 1.518
H 1.376 4.465 1.258
H 1.110 4.211 -0.536
H -0.224 2.187 -0.109
H 0.787 1.757 1.425
H -0.646 5.247 1.373
H -0.974 4.038 -1.215
H -2.788 3.943 -0.467
H -0.992 6.451 -0.522
H -2.693 4.975 2.705
C -3.419 -0.466 -0.211
C -3.981 -0.755 1.056
C -3.635 0.273 1.901
N -2.882 1.168 1.191
C -2.749 0.729 -0.098
H -3.496 -1.064 -1.107
H -4.574 -1.618 1.322
H -3.859 0.443 2.943
H -2.485 2.021 1.561
H -2.190 1.302 -0.822
C 6.032 0.663 3.164
C 6.363 0.591 1.788
C 6.845 1.823 1.419
N 6.812 2.637 2.521
C 6.323 1.935 3.590
H 5.626 -0.130 3.775
H 6.260 -0.267 1.139
H 7.205 2.191 0.470
H 7.103 3.600 2.542
H 6.223 2.401 4.559
C 1.267 -2.401 1.503
C 0.565 -1.884 2.621
C 1.343 -0.893 3.169
N 2.489 -0.796 2.426
C 2.449 -1.708 1.406
H 0.942 -3.191 0.843
H -0.401 -2.202 2.984
H 1.180 -0.252 4.022
H 3.245 -0.152 2.603
H 3.262 -1.786 0.701
C -2.791 -4.408 -4.701
C -3.355 -4.697 -3.433
C -3.010 -3.671 -2.588
N -2.256 -2.775 -3.297
C -2.122 -3.214 -4.588
H -2.868 -5.006 -5.597
H -3.947 -5.560 -3.169
H -3.235 -3.502 -1.546
H -1.861 -1.926 -2.927
H -1.562 -2.641 -5.311
C -0.197 3.839 -5.193
C 0.454 2.587 -5.331
C -0.292 1.661 -4.645
N -1.366 2.307 -4.093
C -1.318 3.635 -4.427
H 0.120 4.784 -5.608
H 1.366 2.387 -5.874
H -0.150 0.600 -4.501
H -2.080 1.874 -3.530
H -2.084 4.316 -4.089
C 9.190 -2.190 -0.859
C 8.866 -2.215 -2.239
C 8.106 -1.102 -2.501
N 7.956 -0.408 -1.330
C 8.618 -1.061 -0.325
H 9.778 -2.916 -0.318
H 9.157 -2.964 -2.960
H 7.659 -0.745 -3.417
H 7.439 0.450 -1.224
H 8.624 -0.669 0.680
C -3.212 -9.388 -0.769
C -3.544 -9.416 -2.146
C -4.323 -8.315 -2.401
N -4.478 -7.625 -1.226
C -3.799 -8.270 -0.228
H -2.609 -10.106 -0.232
H -3.244 -10.159 -2.870
H -4.781 -7.963 -3.314
H -5.008 -6.776 -1.115
H -3.794 -7.880 0.778
C -7.658 2.577 0.707
C -6.248 2.643 0.843
C -5.905 3.972 0.898
N -7.054 4.710 0.794
C -8.127 3.868 0.683
H -8.261 1.685 0.635
H -5.562 1.810 0.896
H -4.946 4.454 0.999
H -7.101 5.716 0.801
H -9.130 4.258 0.596
C 9.410 3.465 6.104
C 9.354 4.754 6.692
C 9.033 5.644 5.698
N 8.898 4.942 4.529
C 9.120 3.611 4.770
H 9.635 2.534 6.603
H 9.528 5.001 7.729
H 8.891 6.714 5.720
H 8.670 5.341 3.634
H 9.056 2.886 3.973
C -9.640 -8.020 -0.963
C -9.703 -9.160 -1.802
C -8.446 -9.359 -2.317
N -7.627 -8.379 -1.825
C -8.346 -7.561 -0.994
H -10.451 -7.584 -0.398
H -10.572 -9.768 -2.005
H -8.064 -10.111 -2.992
H -6.647 -8.276 -2.040
H -7.876 -6.725 -0.499
```

The molecular weight is 954.02 g mol⁻¹. Its SMILES is CCCCO[C@H]1C[C@@H](I)C(=O)N1.c1cc[nH]c1.c1cc[nH]c1.c1cc[nH]c1.c1cc[nH]c1.c1cc[nH]c1.c1cc[nH]c1.c1cc[nH]c1.c1cc[nH]c1.c1cc[nH]c1.c1cc[nH]c1. As for the total energy: -79395.839 eV. Its energy above the lowest of the compared OMol25 structures with the same formula, charge and spin is 63.1 kcal/mol. As for the gap between HOMO and LUMO: 7.76 eV. The calculation puts the HOMO energy at -8.05 eV. The value obtained for the LUMO energy is -0.01088 Ha. As for the total charge: 0.

=====

Which of these has the highest gap between HOMO and LUMO? C5H10N2O4

=====

Look up the molecular weight of the third one. 264.08 g mol⁻¹